6 unconnected molecules or ions with the total composition C27H37F8O19S at a distorted geometry. Source: OMol25; level of theory: ωB97M-V/def2-TZVPD.

Results
multiplicity	1
HOMO level	-4.583	eV
HOMO-LUMO gap	0.2220	Ha
charge	-1
lowest unoccupied orbital energy	1.46	eV

XYZ file:
```
92
Properties=species:S:1:pos:R:3:forces:R:3
H -4.05607 -6.97084 -11.22269 -0.0825 -0.0653 0.2228
H -0.75805 2.68680 3.87028 0.2012 -0.0742 0.2211
H -0.12908 -8.09418 -4.16840 -0.0676 0.1899 -0.1876
H -2.35917 -0.54181 0.20799 0.9972 -2.1870 -1.1456
H 0.67556 1.66958 3.56829 0.0431 0.1903 0.0262
O -0.79093 -2.36903 -5.62863 -4.7960 2.6996 3.1965
O -3.71900 -5.66485 -2.57638 1.2642 -0.6351 -1.6963
C -4.14816 -6.53567 -8.12524 -0.0902 -0.1670 1.9553
C -2.08640 -1.57717 -0.31753 -1.2379 0.3145 0.2578
F -0.50219 1.04005 -1.13403 2.2435 -2.3694 4.3258
O -2.83862 -0.89635 -6.33966 1.1222 -2.0562 4.0440
C -2.87060 -2.52276 -2.43246 -0.9137 -1.7209 -0.1697
H 8.35591 0.91577 7.07834 -0.1474 -0.0800 0.0957
H -1.11269 -9.26964 -5.02460 0.0674 0.1164 -0.0775
C -1.96351 -7.29195 -5.00181 0.7791 -0.8582 -0.7853
O -4.41913 -7.31645 -9.21376 0.1154 0.1482 0.9587
H -4.81963 -3.60378 -10.14995 0.0950 -0.2488 -0.0773
C 1.08717 3.48681 4.68173 -0.0913 -1.1466 -1.0887
C 7.38655 0.42420 7.21281 0.4738 0.0909 -0.2631
O 0.41561 4.69668 4.99514 0.0884 0.7513 1.4926
O -2.21602 -1.38257 -1.77063 -0.0055 -1.4025 1.8428
C 0.66669 4.95325 6.31562 -0.4861 1.4699 0.6061
F -0.36606 0.70412 1.33979 1.5080 -0.8774 -4.0310
H 2.64813 0.86065 0.31664 -2.0303 1.4167 -0.2061
H -3.86099 -2.78171 -1.82774 1.9138 0.5213 -1.2373
H -4.37654 -1.72487 -4.06344 2.5129 -0.6217 0.1604
C -0.62316 -2.11415 0.18667 -1.0471 -2.7080 -0.7776
O 0.81730 12.11975 5.54822 0.9412 0.3654 0.3192
O -2.59934 -5.16091 -4.50680 -0.5074 -0.9157 1.1286
C -3.53551 -5.33464 -9.90822 0.0538 1.0522 -0.9238
H -3.10532 -3.26570 -10.32068 -0.1431 -0.1160 -0.0594
H 2.08476 3.73769 4.30211 -0.0441 -0.0596 0.1159
H -3.96283 -4.09224 -11.63603 0.0405 -0.1051 0.1037
C -0.77244 -8.22888 -5.04535 -0.0683 -0.4359 0.3317
F -0.72387 -2.52522 1.63044 0.6684 1.6054 -4.2037
H -5.46883 -6.14050 -10.52214 0.1261 0.1444 0.0305
H -0.73715 10.75466 5.63341 0.1797 0.1613 -0.0597
H 4.81315 -0.24186 7.07684 0.1735 0.0780 -0.0210
F 1.30185 -1.34225 -1.43705 -2.4474 0.7430 4.4056
H 6.43556 2.35926 7.23837 -0.1152 -0.0636 -0.0313
H 2.04675 2.15399 6.08843 -0.2695 0.2892 0.0803
C 2.08410 12.04103 6.05511 1.5457 1.5693 0.1564
C -1.60124 -5.85564 -5.23138 0.5387 0.3251 -0.8825
C -4.43537 -6.45437 -10.33644 -0.1012 -0.2956 -0.8014
O 4.08457 1.43959 6.16115 0.4156 0.1948 -0.8589
H -1.63827 -5.58639 -6.29072 -0.0871 0.1886 0.2790
O 4.48169 1.98171 3.97425 0.7558 -0.6490 2.4487
C 1.35023 8.60689 6.19312 0.3329 0.0206 0.2818
H 4.58312 1.16120 8.15138 -0.0973 0.0030 -0.2349
O -3.74521 -5.28457 -8.50589 -0.3820 -1.3422 0.6567
C 4.90242 0.84773 7.15347 -0.3149 -0.2366 0.8956
C -3.88080 -4.00464 -10.54872 0.2491 0.4705 0.2757
S -2.06845 -1.35124 -5.03887 4.0207 2.8301 -6.3307
O -2.53328 -7.26634 -3.70269 -0.6410 1.0124 0.6257
H 0.41749 3.17183 2.65985 -0.0738 -0.2174 0.4122
H -0.17765 -8.07983 -5.95125 -0.1274 0.0569 0.0720
H 0.53561 10.42669 4.42983 0.0669 -0.1126 0.1529
C 1.66960 1.44842 0.06078 0.2541 1.3027 -1.5331
O -4.25326 -6.90354 -6.96963 0.0677 0.6659 -2.4559
H -2.21900 -3.51538 -2.39167 -1.0925 2.3685 -0.0763
H 7.40078 -0.47045 6.57993 -0.2196 0.1323 0.1441
C 1.12212 10.07343 6.50232 -0.2401 -1.4875 -0.0812
C 4.88676 1.66764 5.07837 -0.5122 0.6458 -2.3607
O 0.38999 5.99606 6.87934 0.4475 -2.1796 -0.9411
H 0.65449 10.18460 7.48782 -0.0124 0.0765 -0.1013
C 0.63655 -1.11307 -0.12700 2.4386 -0.8044 -0.0666
C -3.01500 -5.99992 -3.51122 -1.0209 0.5169 1.1465
O 6.20577 1.49397 5.39867 -1.1865 0.2275 -0.4822
C 1.16787 2.80034 6.01183 0.4109 -0.9786 0.0288
F 1.47316 2.61197 1.00454 0.6901 -3.6387 -3.4001
C 0.31388 2.69931 3.64239 -0.2001 0.4675 -0.3565
O 2.87082 12.96921 6.09193 -1.6392 -1.8639 -0.0772
H 1.78874 8.10403 7.06158 -0.2324 0.0316 -0.1858
F -0.36554 -3.39876 -0.56574 -0.3655 3.6797 2.3331
C 0.30988 0.48656 0.01345 -0.8799 2.5207 -0.2194
H -2.48201 -5.57965 -10.08807 -0.0949 -0.0691 0.0280
O 1.26686 3.88331 6.91806 -0.4093 1.2102 -0.0144
H 0.27394 2.21682 6.25965 -0.0436 0.1039 -0.1813
H -2.89535 -2.34670 0.07989 1.8842 1.3052 -0.7725
H -3.47050 -3.33067 -4.48794 0.5183 2.6901 1.1652
O -1.50100 -0.05193 -4.41120 -1.7398 -4.2667 -0.3692
C -3.32402 -2.25776 -3.98540 -0.8044 -1.0848 0.7622
F 1.67706 -1.42739 0.92279 -2.6952 1.1650 -2.9204
F 1.86620 1.96242 -1.34651 -0.6115 -1.2481 4.5482
H 2.06120 8.48088 5.36864 -0.2153 0.2012 -0.0136
H 0.41466 8.10024 5.93885 0.2008 0.1517 0.1404
H 7.29788 0.11995 8.25981 -0.0552 0.0993 -0.1095
H -2.73410 -7.62568 -5.70684 0.2024 0.1642 0.2418
C 6.26717 1.36400 6.81017 0.9544 -0.4918 0.7952
C 0.33943 10.79131 5.44451 -0.8313 -0.2169 -0.2542
H -0.62011 -5.58048 -4.82804 -0.0889 -0.0522 -0.0436
O 2.35240 10.78003 6.51385 0.0038 1.4039 -0.3449
```
Positions in Å, forces in eV/Å.

Charges in e, computed with Löwdin, in the same order as the atoms: atom 1 (H): 0.140, atom 2 (H): 0.099, atom 3 (H): 0.090, atom 4 (H): 0.156, atom 5 (H): 0.090, atom 6 (O): -0.543, atom 7 (O): 0.121, atom 8 (C): -0.483, atom 9 (C): -0.097, atom 10 (F): 0.038, atom 11 (O): -0.508, atom 12 (C): -0.202, atom 13 (H): 0.087, atom 14 (H): 0.080, atom 15 (C): -0.356, atom 16 (O): 0.063, atom 17 (H): 0.098, atom 18 (C): -0.334, atom 19 (C): -0.022, atom 20 (O): 0.091, atom 21 (O): -0.182, atom 22 (C): -0.489, atom 23 (F): -0.005, atom 24 (H): 0.183, atom 25 (H): 0.134, atom 26 (H): 0.120, atom 27 (C): -0.140, atom 28 (O): 0.060, atom 29 (O): 0.020, atom 30 (C): -0.348, atom 31 (H): 0.096, atom 32 (H): 0.159, atom 33 (H): 0.086, atom 34 (C): -0.024, atom 35 (F): -0.012, atom 36 (H): 0.141, atom 37 (H): 0.142, atom 38 (H): 0.145, atom 39 (F): 0.058, atom 40 (H): 0.162, atom 41 (H): 0.117, atom 42 (C): -0.509, atom 43 (C): -0.102, atom 44 (C): -0.122, atom 45 (O): 0.032, atom 46 (H): 0.142, atom 47 (O): 0.143, atom 48 (C): -0.032, atom 49 (H): 0.146, atom 50 (O): 0.099, atom 51 (C): -0.109, atom 52 (C): -0.017, atom 53 (S): 0.654, atom 54 (O): 0.088, atom 55 (H): 0.068, atom 56 (H): 0.088, atom 57 (H): 0.143, atom 58 (C): -0.016, atom 59 (O): 0.133, atom 60 (H): 0.127, atom 61 (H): 0.096, atom 62 (C): -0.348, atom 63 (C): -0.495, atom 64 (O): 0.107, atom 65 (H): 0.161, atom 66 (C): -0.099, atom 67 (C): -0.499, atom 68 (O): 0.091, atom 69 (C): -0.112, atom 70 (F): -0.053, atom 71 (C): -0.024, atom 72 (O): 0.128, atom 73 (H): 0.084, atom 74 (F): -0.008, atom 75 (C): -0.098, atom 76 (H): 0.162, atom 77 (O): 0.066, atom 78 (H): 0.145, atom 79 (H): 0.155, atom 80 (H): 0.108, atom 81 (O): -0.452, atom 82 (C): -0.217, atom 83 (F): -0.010, atom 84 (F): -0.035, atom 85 (H): 0.099, atom 86 (H): 0.081, atom 87 (H): 0.090, atom 88 (H): 0.125, atom 89 (C): -0.349, atom 90 (C): -0.119, atom 91 (H): 0.147, atom 92 (O): 0.083